Density functional theory data (ωB97M-V/def2-TZVPD) for C3H5NO in the gas phase in a non-equilibrium geometry.

The geometry in ORCA input format:
```
! RIJCOSX wB97M-V def2-TZVPD def2/J DEFGRID3
* xyz 0 1
O -1.9665 1.5571 -0.9933
C -1.0898 0.7767 -0.7571
N -0.7845 -0.2899 0.2820
C 0.4542 -1.0820 -0.0267
C 0.4774 0.0450 0.9285
H -0.0173 1.0184 -1.1988
H 0.4096 -2.1429 0.2357
H 0.9950 -0.9030 -0.9634
H 0.9547 1.0169 0.4736
H 0.5671 0.0037 2.0194
*
```

Properties
Energy above the lowest of the compared OMol25 structures with the same formula, charge and spin ... 230.1 kJ/mol
HOMO energy ... -9.9 eV
LUMO level ... 0.0350 Eh
Electronic energy ... -247.21959 Ha
Frontier orbital gap ... 10.84 eV
SMILES ... O=CN1CC1
Molecular weight ... 71.1 g mol⁻¹
Largest force on an atom ... 3.79 eV/A